Below is a molecular structure, C9H9NNiO4 in a non-equilibrium geometry, with properties calculated with ωB97M-V/def2-TZVPD.

```
24
Properties=species:S:1:pos:R:3:mulliken_spin:R:1
C -3.169 0.029 -0.622 0.106
C -0.273 3.251 -2.289 0.051
C -1.574 3.244 -2.582 0.053
O -0.603 -1.812 -2.411 -0.006
O -1.244 -2.340 1.579 -0.020
O -4.302 -0.099 -0.795 -0.013
N 0.483 -0.404 0.561 0.068
H 0.115 3.806 -1.458 0.002
H -2.285 3.789 -1.995 0.003
H 3.670 -2.982 2.501 0.000
H 3.545 -1.018 0.866 0.000
C -1.093 -0.930 -1.837 0.085
C 2.738 -1.209 1.570 -0.001
C 1.489 -0.802 1.008 -0.005
H 1.925 -2.922 2.616 0.000
H 0.449 2.744 -2.899 0.002
Ni -1.451 0.013 -0.196 1.480
C -1.805 1.313 1.163 0.085
H -1.959 2.727 -3.436 0.003
H 2.701 -3.334 1.090 0.000
O -1.687 1.666 2.270 -0.005
H 2.954 -0.610 2.456 -0.001
C 2.776 -2.688 1.970 0.001
C -1.400 -1.431 0.868 0.112
```

Results
Total energy in hartree: -2211.58702
Orbital gap (spin up / spin down) in hartree: 0.2920 / 0.1861
E_HOMO (spin up / spin down) in Ha: -0.62161 / -0.60628
Multiplicity: 3
Charge: +2
ΔE to the lowest compared entry with this formula, charge and spin in kcal/mol: 0.0

=====

Below is a molecular structure, C36H34CuFN7O7S2, with properties calculated with ωB97M-V/def2-TZVPD.

```
88
Properties=species:S:1:pos:R:3:mulliken_spin:R:1
C 3.754 0.110 -2.743 0.003
C -2.417 1.151 1.856 -0.001
C -0.390 1.199 2.654 -0.001
H 4.189 0.793 5.435 0.000
H 7.094 0.100 -8.370 0.000
N 6.590 -1.146 -5.595 0.000
O 2.791 -0.069 -0.626 0.008
C 4.920 -1.410 2.923 -0.001
C 4.084 0.220 4.524 -0.001
C 2.718 0.456 -1.739 -0.004
H 1.899 0.021 -6.617 0.000
C 0.958 0.654 2.822 -0.005
O 0.354 1.356 -0.234 0.018
H 8.452 -0.149 -5.706 0.000
N -0.154 -2.268 0.832 0.111
H 7.106 -2.270 -8.798 0.000
C 0.821 -1.661 5.899 0.000
H 5.978 -0.743 4.676 0.000
F 6.784 -1.875 -2.876 0.000
O 1.848 -3.823 0.435 0.002
C 5.667 -0.695 -4.601 0.000
C 0.605 -2.604 3.687 0.000
N 1.758 1.001 3.868 0.002
H 8.124 -2.383 -4.781 0.000
H 2.466 -2.376 4.706 0.000
C 7.261 -2.427 -5.449 0.000
H 3.319 2.697 -5.970 0.000
S 0.583 -3.627 1.160 0.015
C -1.253 -2.380 -0.133 -0.003
C 1.227 2.111 -6.385 0.000
O 1.301 -3.111 2.633 -0.003
C 7.473 -0.165 -6.203 0.000
C -1.178 -0.838 7.208 0.000
C -0.800 2.414 3.109 -0.001
Cu 0.876 -0.697 0.169 0.701
H 4.833 -1.068 -1.328 -0.001
H 0.361 1.791 -5.824 0.000
N 2.641 1.400 -4.424 0.000
N -1.319 0.478 1.952 -0.003
C -0.555 -1.457 5.984 0.000
C 1.712 1.382 -2.187 -0.005
H -3.291 0.798 1.329 0.000
C -0.815 -1.954 -1.545 -0.012
C 5.073 -0.643 4.092 0.000
H 4.558 0.435 -6.028 0.000
C 3.682 0.572 -4.062 -0.002
C 7.743 -2.856 -6.860 0.000
C 1.750 1.805 -3.469 0.000
S -2.405 2.692 2.612 0.000
C -1.326 -1.844 4.896 0.000
H 1.467 1.545 4.659 0.000
H -0.786 -1.286 8.124 0.000
H -0.237 3.157 3.649 0.000
H 7.038 0.826 -6.118 0.000
C 4.795 -0.727 -2.354 0.003
C 4.642 0.145 -4.989 0.000
H 1.078 2.992 -6.991 0.000
O -1.496 -2.249 -2.516 0.007
C 1.395 -2.223 4.773 0.000
H 2.633 1.164 -7.845 0.000
C -0.772 -2.406 3.752 -0.001
H 6.560 -3.155 -5.048 0.000
H 0.993 2.511 -3.784 -0.001
H -0.982 0.236 7.262 0.000
C 7.649 -0.547 -7.694 0.000
H 8.817 -2.740 -6.985 0.000
H -1.687 -3.383 -0.187 0.005
O 0.282 -1.268 -1.578 0.095
H 3.624 -1.956 1.277 -0.002
C 2.153 1.039 -6.883 0.000
C 0.577 1.952 -1.320 -0.002
C 2.569 1.942 -5.754 0.000
H -2.046 -1.690 0.174 0.002
H -2.400 -1.695 4.930 0.000
H -1.403 -2.660 2.916 0.000
C 2.941 0.294 3.734 0.001
H 5.707 -2.099 2.643 0.000
H 7.463 -3.876 -7.110 0.000
H -2.259 -0.974 7.206 0.000
C 2.792 -0.447 2.564 0.006
H 6.115 -1.844 -7.507 0.000
N 7.085 -1.930 -7.840 0.000
H 8.692 -0.580 -7.998 0.000
C 3.784 -1.330 2.146 -0.003
O -0.007 2.934 -1.786 0.001
C 5.742 -1.099 -3.266 0.000
N 1.546 -0.185 2.013 0.071
H 1.457 -1.377 6.731 0.000
```

Results
Total energy in hartree: -4838.90115
Orbital gap (spin up / spin down) in hartree: 0.1810 / 0.1838
E_HOMO (spin up / spin down) in Ha: -0.24186 / -0.24469
Multiplicity: 2
ΔE to the lowest compared entry with this formula, charge and spin in kcal/mol: 48.5

=====

Below is a gas-phase ion, C4H6N (charge +1) in a non-equilibrium geometry, with properties calculated with ωB97M-V/def2-TZVPD.

```
11
Properties=species:S:1:pos:R:3:lowdin_charge:R:1
C 0.435 0.070 -1.949 -0.007
H 1.957 0.593 -0.595 0.112
C -1.310 -0.181 2.329 0.205
C 0.328 -0.106 0.529 0.025
H 1.136 -0.562 -2.504 0.103
H -0.592 -0.300 -1.840 0.093
N -0.471 -0.220 1.391 0.114
C 1.021 0.174 -0.531 0.008
H -2.021 -0.955 2.244 0.120
H -0.878 0.350 3.130 0.119
H 0.395 1.137 -2.203 0.110
```

Results
Total energy in hartree: -210.38709
Orbital gap in hartree: 0.3243
E_HOMO in Ha: -0.55529
Structure (SMILES): C=[N+]=C=CC
Charge: +1
ΔE to the lowest compared entry with this formula, charge and spin in kcal/mol: 43.3

=====

Below is a molecular structure, C3H6InO3 in a non-equilibrium geometry, with properties calculated with ωB97M-V/def2-TZVPD.

```
13
Properties=species:S:1:pos:R:3:lowdin_charge:R:1
H -43.724 26.162 -27.312 0.156
C -42.638 26.097 -27.363 0.146
C -41.975 23.015 -29.778 0.170
C -41.053 25.015 -28.827 -0.439
H -42.177 25.707 -26.427 0.169
O -42.304 25.120 -28.372 0.114
H -42.235 27.091 -27.631 0.176
H -42.139 22.442 -28.832 0.215
O -40.119 25.728 -28.621 0.144
H -42.973 23.572 -29.903 0.271
In -37.557 27.011 -29.401 1.458
H -41.881 22.376 -30.664 0.181
O -40.987 23.959 -29.699 0.240
```

Results
Total energy in hartree: -532.21884
Orbital gap in hartree: 0.1222
E_HOMO in Ha: -0.87814
Charge: +3
ΔE to the lowest compared entry with this formula, charge and spin in kcal/mol: 15.8

=====

Below is a gas-phase ion, C5H6N (charge +1) in a non-equilibrium geometry, with properties calculated with ωB97M-V/def2-TZVPD.

```
12
Properties=species:S:1:pos:R:3:lowdin_charge:R:1
H -1.208 -0.971 -1.159 0.083
H -2.356 -1.003 0.133 0.103
H 0.309 1.839 -1.596 0.192
H -1.530 -2.389 -0.016 0.116
C -0.420 -0.560 0.627 -0.046
C 1.667 1.038 0.525 0.087
N 2.247 1.156 -0.699 0.263
C 0.396 0.317 0.130 -0.124
C 0.907 1.150 -0.936 0.037
H 1.914 1.534 1.444 0.166
C -1.374 -1.320 -0.167 -0.042
H -0.551 -0.791 1.715 0.166
```

Results
Total energy in hartree: -248.43729
Orbital gap in hartree: 0.3292
E_HOMO in Ha: -0.55608
Charge: +1
ΔE to the lowest compared entry with this formula, charge and spin in kcal/mol: 111.9

=====

Below is 2 unconnected molecules or ions with the total composition C13H20IN2O3 in a non-equilibrium geometry, with properties calculated with ωB97M-V/def2-TZVPD.

```
39
Properties=species:S:1:pos:R:3:lowdin_charge:R:1
H -5.741 -2.175 -3.449 0.078
H -1.089 1.833 -2.280 0.135
H 2.169 2.721 0.801 0.161
H -4.853 -0.107 -2.443 0.112
H -2.793 -0.116 -1.072 0.098
C 0.265 0.037 2.033 -0.072
H 2.968 -0.689 2.098 0.133
C 0.962 1.500 -0.760 -0.110
N 1.505 0.848 1.724 -0.215
H -2.402 -0.511 -2.754 0.113
I 2.076 -1.190 5.085 0.850
C 2.557 -0.088 1.184 -0.184
C -0.826 -0.702 1.866 0.245
O 3.694 0.568 0.580 -0.205
H -4.305 -3.079 -2.979 0.073
H 2.027 -0.858 0.508 0.170
H 1.791 2.524 3.101 0.162
C -0.332 2.276 -1.552 -0.028
C 2.021 1.379 3.070 -0.108
O 0.292 1.245 4.965 -0.016
N -1.819 -3.199 -1.050 0.128
C -2.309 -2.164 -1.409 -0.206
C -2.924 -0.864 -1.860 -0.203
H 5.204 -0.912 0.749 0.119
H -4.179 -1.786 -4.187 0.080
C 4.549 -0.442 -0.093 -0.050
O -0.332 0.742 -0.989 -0.209
H 1.951 1.228 -1.422 0.188
H 0.439 2.467 -2.430 0.080
H 3.925 -1.280 -0.595 0.113
H 5.232 0.079 -0.883 0.125
C -4.413 -1.066 -2.151 -0.267
H 3.172 1.289 3.166 0.160
H 0.271 2.638 1.139 0.167
H -4.928 -1.392 -1.241 0.114
C 1.227 2.060 0.872 -0.020
C -4.669 -2.086 -3.256 -0.108
H -1.659 -1.459 1.565 0.110
C 1.276 0.730 4.350 -0.713
```

Results
Total energy in hartree: -1139.51649
Orbital gap in hartree: 0.2985
E_HOMO in Ha: -0.45331
Charge: +1

=====

Below is a molecular structure, C24H55Br6NO in a non-equilibrium geometry, with properties calculated with ωB97M-V/def2-TZVPD.

```
87
Properties=species:S:1:pos:R:3:lowdin_charge:R:1
Br 2.663 -0.062 -4.937 0.530
C 5.405 -2.958 0.086 -0.269
H 6.580 -3.036 -1.764 0.067
H -2.933 -2.959 3.005 0.115
H 1.882 0.437 -0.724 -0.073
H -3.383 2.296 -2.460 0.065
H 2.938 6.063 3.117 0.107
H 4.381 -4.850 -0.080 0.122
H 0.567 -4.764 -2.019 0.071
H 1.378 7.550 1.474 0.107
Br -0.050 2.066 -0.714 0.591
H 3.951 6.241 -0.711 0.110
C 2.907 -3.242 0.079 -0.251
H 5.198 -1.896 -0.076 0.094
C -4.509 1.063 -1.216 -0.436
H 5.627 -3.071 1.149 0.108
H 7.542 -2.715 -0.324 0.066
H -3.791 -3.529 -1.174 0.077
H -3.524 0.712 0.644 0.074
H 1.605 -3.356 -2.446 0.028
H -1.978 -5.211 3.538 0.103
C -4.547 0.780 0.267 -0.046
H 2.333 -4.841 -2.255 0.064
H 2.815 -2.223 -0.325 0.086
H 4.281 5.143 0.534 0.108
H 4.229 6.933 2.312 0.102
C 1.709 -4.053 -0.324 -0.273
C 3.973 1.240 -4.250 -1.565
H -7.926 -0.031 -3.279 0.086
H -6.363 2.093 -1.562 0.129
O -6.621 0.024 -1.607 -0.174
H 0.809 -3.519 0.010 0.062
C 2.916 8.126 3.589 -0.125
C 3.180 6.998 2.605 -0.273
H -8.528 -0.683 -1.804 0.086
N -3.668 2.281 -1.484 0.029
H -4.231 -3.770 2.094 0.114
H -1.241 -3.998 1.466 0.102
C 3.366 4.253 -1.187 -0.171
Br 0.560 -0.441 1.140 0.587
Br 4.381 0.840 -2.419 0.605
C 0.812 0.304 -0.656 -1.494
C -3.657 -2.618 -0.580 -0.106
H -3.564 -5.463 5.384 0.065
C -2.286 -3.878 1.163 -0.231
H -4.981 -0.209 0.421 0.067
C 1.509 -4.254 -1.833 -0.125
H 1.884 8.095 3.953 0.071
H -4.113 -3.948 4.768 0.066
C -2.390 -2.635 0.267 -0.289
H -2.808 2.029 -1.002 -0.024
C -5.860 1.178 -1.903 -0.217
H 4.292 3.999 -1.701 0.032
Br 3.384 3.075 -4.478 0.620
C 4.243 -3.815 -0.406 -0.223
C -7.890 0.114 -2.192 -0.133
H 1.370 5.903 -0.180 0.109
H -4.944 -5.410 4.266 0.069
H -2.323 -1.748 0.903 0.078
H 2.947 -3.041 1.155 0.111
C 3.490 5.399 -0.182 -0.273
H -1.523 -2.572 -0.395 0.021
C 2.365 7.109 1.306 -0.231
H 4.261 -3.822 -1.498 0.106
C 2.214 5.803 0.512 -0.234
H 2.860 7.835 0.651 0.108
H -3.658 -1.779 -1.277 0.049
C -3.179 -3.826 2.386 -0.235
H -3.238 -5.956 2.655 0.104
H -4.594 -2.592 -0.017 0.069
H -5.128 1.539 0.788 0.089
H -2.537 -4.751 0.552 0.115
H -5.692 1.259 -2.985 0.128
C -3.962 -4.992 4.483 -0.117
H 6.930 -4.341 -0.720 0.070
H -8.400 1.061 -1.992 0.086
H 1.678 -5.009 0.206 0.112
C 6.685 -3.275 -0.702 -0.124
C -3.031 -5.078 3.274 -0.269
H 2.588 4.485 -1.913 0.043
H 3.018 9.131 3.177 0.071
H 4.837 1.049 -4.868 -0.031
H 3.093 3.315 -0.694 0.041
H -3.966 0.295 -1.787 0.117
H 1.822 5.050 1.208 0.112
H 3.523 7.978 4.483 0.067
Br 0.041 -0.927 -1.970 0.622
```

Results
Total energy in hartree: -16521.44917
Orbital gap in hartree: 0.3257
E_HOMO in Ha: -0.33957

=====

Below is a molecular structure, C22H44O44S11 in a non-equilibrium geometry, with properties calculated with ωB97M-V/def2-TZVPD.

```
121
Properties=species:S:1:pos:R:3:lowdin_charge:R:1
H 1.530 -2.088 -4.212 0.135
O 0.083 -3.616 0.081 -0.172
O 4.143 -0.681 -4.506 -0.202
O -3.950 2.882 3.161 -0.207
H -1.839 1.099 -0.559 0.117
O 2.486 0.837 -0.125 -0.211
O -2.959 0.662 2.979 -0.228
C 0.796 -0.514 -2.833 -0.147
C 1.079 -1.096 -4.229 -0.126
H -7.169 -4.588 2.944 0.131
O -3.688 -1.385 -0.866 -0.211
S 5.304 2.770 2.123 0.582
O -1.560 3.946 -0.097 -0.197
O 6.357 3.259 3.207 -0.197
H -0.108 -7.016 1.137 0.135
O -1.795 2.427 4.235 -0.178
C -5.721 0.284 0.723 -0.151
O 0.616 -0.548 0.771 -0.197
H 0.613 4.005 -1.841 0.135
H -4.062 7.129 -1.907 0.138
H 8.224 1.589 1.928 0.132
H 1.448 0.329 -2.617 0.101
C 0.526 -6.470 1.831 -0.141
O -5.109 -0.773 -2.712 -0.173
O -3.857 1.332 5.084 -0.169
H -1.916 -0.361 4.438 0.141
H 3.128 -1.641 0.886 0.105
O -0.599 -0.241 -2.794 -0.216
H 2.643 -6.176 2.268 0.132
O 1.424 1.461 1.967 -0.189
O -1.480 -2.491 -3.310 -0.199
O -4.324 0.951 -1.041 -0.197
O 4.229 2.111 2.776 -0.216
H 0.494 -6.934 2.815 0.132
C -0.635 2.945 -3.331 -0.149
H -7.434 -2.371 0.934 0.121
H -0.906 -1.024 -0.535 0.105
H -1.318 3.793 -3.383 0.129
H 7.368 0.203 2.624 0.131
H -3.702 1.174 0.910 0.088
C -4.617 1.271 0.338 -0.134
O -3.491 -2.835 1.602 -0.215
C -2.871 -0.423 3.909 -0.153
O 5.228 1.488 -4.895 -0.204
O -3.958 4.080 -0.756 -0.206
H 4.608 -0.773 1.338 0.126
C -4.789 5.168 -1.188 -0.153
O 5.892 -3.294 -1.852 -0.195
H 8.039 2.507 4.051 0.134
O 2.109 2.000 -4.999 -0.215
S 0.794 -4.034 1.206 0.572
C 5.103 1.559 -1.837 -0.143
O -4.306 -5.158 1.690 -0.196
S 4.851 0.439 -4.018 0.578
C -3.776 6.085 -1.838 -0.139
H -6.650 0.715 1.084 0.137
O -5.683 -3.469 0.579 -0.176
O -2.617 5.983 -0.983 -0.188
C 6.358 0.697 -2.056 -0.164
C 4.728 -2.991 1.518 -0.136
C -6.838 -3.593 2.650 -0.151
S 1.212 3.097 -5.014 0.597
C 0.670 3.276 -2.640 -0.135
S -2.732 4.730 0.019 0.589
H -7.357 -2.851 3.251 0.130
H 7.244 1.331 -2.160 0.131
O -0.197 -1.150 -4.905 -0.169
H -2.974 -1.394 3.436 0.114
C 1.971 -6.242 1.412 -0.153
H -3.455 5.660 -2.791 0.131
C 4.217 -1.685 0.891 -0.144
H -7.632 -4.073 0.693 0.135
S -1.352 -1.181 -3.836 0.560
C -1.115 0.971 0.239 -0.157
O 1.400 3.957 -3.698 -0.182
O 1.289 -3.120 2.170 -0.219
O 0.141 1.506 -0.162 -0.200
O 1.169 3.950 -6.141 -0.207
O -0.032 -5.157 1.983 -0.187
S 1.325 0.884 0.682 0.586
H 1.255 2.404 -2.363 0.101
H -3.970 -0.699 5.769 0.139
O -5.975 -0.549 -0.393 -0.193
O 1.971 -4.996 0.733 -0.198
S -4.544 -3.767 1.671 0.600
O 4.789 -1.659 -0.420 -0.197
O 3.481 -3.535 -1.452 -0.201
H -5.336 -0.368 1.517 0.118
H 3.949 -3.496 2.083 0.110
C -3.978 -0.075 4.877 -0.168
H 2.317 -7.034 0.752 0.139
H -1.380 -1.046 1.138 0.123
H 1.031 -1.240 -2.049 0.130
O -2.490 -0.494 -4.287 -0.200
S 4.769 -3.129 -1.024 0.590
H -5.653 4.944 -1.802 0.143
S -3.077 2.009 3.842 0.593
O 6.162 -0.044 -3.248 -0.174
O 6.236 1.604 1.533 -0.213
H -4.927 2.308 0.343 0.114
O 5.044 3.818 1.219 -0.191
S -4.718 -0.553 -1.385 0.593
C 7.105 2.102 3.681 -0.125
O -5.454 -3.378 2.931 -0.204
C -0.771 -0.507 0.414 -0.141
O 4.130 1.009 -2.732 -0.201
H 6.579 0.054 -1.207 0.112
H -5.146 5.638 -0.264 0.131
H -4.958 -0.272 4.426 0.127
H -1.428 1.442 1.170 0.111
O -0.263 2.569 -4.664 -0.170
H 4.735 1.391 -0.828 0.093
H 5.214 2.626 -2.017 0.138
H -1.126 2.114 -2.831 0.115
O 5.106 -3.800 0.402 -0.195
H 1.735 -0.491 -4.846 0.097
H 5.618 -2.803 2.117 0.126
H 6.441 1.678 4.431 0.130
O -3.069 5.189 1.311 -0.195
C -6.970 -3.334 1.148 -0.165
C 7.300 1.268 2.412 -0.160
```

Results
Total energy in hartree: -8555.06536
Orbital gap in hartree: 0.3736
E_HOMO in Ha: -0.37675
ΔE to the lowest compared entry with this formula, charge and spin in kcal/mol: 5.4